Computed, not measured: C16H19BCaN6 as an isolated structure at a distorted geometry, with ωB97M-V/def2-TZVPD.

charge = +2
ΔE to the lowest compared entry with this formula, charge and spin = 0.0000 eV
M = 346.3 g mol⁻¹
gap between HOMO and LUMO (spin up / spin down) = 7.4195 / 4.1268 eV

Geometry (Å):
C (0.65328, 2.67386, 0.43759)
N (0.83740, 1.44045, -0.05630)
N (0.93627, 1.43383, -1.42370)
C (0.85228, 2.71160, -1.82081)
C (0.65628, 3.51480, -0.67872)
B (1.13622, 0.04870, -2.24479)
N (2.28748, -0.87226, -1.68754)
N (2.39605, -1.16116, -0.34689)
C (3.48201, -1.95127, -0.18346)
C (4.09941, -2.13884, -1.43076)
C (3.31814, -1.44051, -2.35940)
Ca (0.72085, -0.26366, 0.97294)
N (-0.19522, -0.76428, -2.29280)
N (-0.78449, -1.26464, -1.15830)
C (-1.93338, -1.86085, -1.56501)
C (-2.07285, -1.73774, -2.96508)
C (-0.94326, -1.04774, -3.38504)
H (-2.64544, -2.35368, -0.89752)
H (-0.60034, -0.71823, -4.35880)
H (-2.86815, -2.08285, -3.60900)
H (1.41589, 0.39832, -3.35664)
H (3.39602, -1.28112, -3.42546)
H (0.96551, 2.86321, -2.87083)
H (4.98399, -2.70315, -1.63309)
H (0.51125, 4.54827, -0.60693)
H (3.76851, -2.32849, 0.80648)
H (0.45269, 2.77653, 1.53649)
H (0.12274, -2.10908, 0.99621)
C (0.66806, -2.31014, 1.96205)
H (1.44469, -2.96103, 1.65812)
H (1.22280, -1.50409, 2.41708)
H (-0.11998, -2.46746, 2.65236)
C (-3.47766, 1.77617, 3.41386)
C (-2.71074, 0.73176, 3.94752)
C (-1.58648, 0.22266, 3.23383)
C (-1.33122, 0.80770, 2.01804)
C (-2.06162, 1.80456, 1.43081)
C (-3.15760, 2.32494, 2.16765)
H (-4.34128, 2.16658, 3.96658)
H (-2.96276, 0.29199, 4.90557)
H (-0.97934, -0.59744, 3.64917)
H (-1.82507, 2.24877, 0.45380)
H (-3.73096, 3.13504, 1.73073)

Mulliken population analysis, charges in e, atoms 1 to 5: -0.206 -0.544 0.208 -0.063 -1.221

***

Computed, not measured: a 7-piece molecular cluster, C12H38O7 overall at a distorted geometry, with ωB97M-V/def2-TZVPD.

ΔE to the lowest compared entry with this formula, charge and spin = 1.6106 eV
M = 294.4 g mol⁻¹
gap between HOMO and LUMO = 10.1417 eV
SMILES = CCO.CCO.CCO.CCO.CCO.CCO.O

Geometry (Å):
C (-14.66723, -3.80721, -7.59393)
C (-15.62847, -4.13415, -6.42235)
O (-15.56470, -3.13976, -5.40072)
H (-14.63522, -4.62551, -8.30539)
H (-13.67839, -3.59205, -7.19438)
H (-14.94833, -2.88716, -8.10511)
H (-15.28867, -5.06089, -5.94910)
H (-16.64154, -4.32224, -6.78988)
H (-16.20086, -2.44872, -5.58865)
C (-12.11311, -2.19015, -4.29230)
C (-10.77710, -2.78846, -3.83688)
O (-9.72218, -1.84426, -3.70957)
H (-12.55186, -1.49875, -3.53769)
H (-12.82405, -3.00953, -4.39574)
H (-12.04311, -1.66763, -5.23765)
H (-10.43140, -3.51022, -4.56865)
H (-10.84779, -3.31282, -2.87488)
H (-9.89367, -1.26820, -2.95282)
C (-14.33096, -4.76972, 0.49088)
C (-14.48040, -5.17016, 1.95949)
O (-14.42979, -3.99199, 2.75192)
H (-13.39808, -4.27484, 0.23063)
H (-15.17155, -4.12388, 0.23762)
H (-14.32827, -5.66298, -0.14242)
H (-13.74097, -5.92391, 2.25684)
H (-15.46361, -5.66836, 2.05361)
H (-14.43313, -4.23484, 3.68174)
C (-15.64714, -0.58893, -3.10371)
C (-14.90938, -0.42925, -1.76719)
O (-14.47761, -1.69052, -1.34963)
H (-16.46691, -1.29306, -2.91696)
H (-15.09206, -1.03167, -3.92911)
H (-16.05510, 0.35975, -3.43971)
H (-15.52921, 0.04708, -0.99575)
H (-14.00550, 0.17755, -1.91687)
H (-14.30233, -1.56952, -0.41484)
C (-12.44777, -7.35213, -4.63400)
C (-12.42048, -6.11599, -3.81997)
O (-13.10105, -6.30845, -2.59103)
H (-12.00483, -8.19274, -4.08812)
H (-11.86939, -7.27234, -5.55080)
H (-13.46202, -7.64850, -4.91343)
H (-12.87444, -5.31049, -4.42351)
H (-11.39405, -5.74708, -3.66532)
H (-13.71610, -5.57561, -2.51495)
C (-18.45005, -7.34525, -2.82726)
C (-17.47501, -6.39728, -3.54341)
O (-17.50900, -5.13668, -2.82926)
H (-19.46282, -6.94864, -2.82094)
H (-18.10880, -7.51719, -1.80076)
H (-18.45475, -8.31463, -3.35554)
H (-17.77859, -6.25705, -4.60117)
H (-16.44344, -6.77437, -3.53748)
H (-16.59487, -4.90726, -2.63036)
O (-14.92215, -4.07100, -2.92471)
H (-14.83218, -3.33534, -2.31328)
H (-15.14907, -3.70646, -3.79344)

Mulliken population analysis, charges in e, atoms 1 to 5: -1.192 -0.089 -0.418 0.377 0.266

***

Computed, not measured: one molecule with the formula C5H6ClFO at a distorted geometry, with ωB97M-V/def2-TZVPD.

ΔE to the lowest compared entry with this formula, charge and spin = 0.6235 eV
M = 136.6 g mol⁻¹
gap between HOMO and LUMO = 10.7686 eV
SMILES = C[C@]1(F)[C@H](Cl)[C@H]1C=O

Geometry (Å):
C (0.52567, 0.17258, 1.81283)
C (0.30715, -0.36385, 0.45375)
F (0.22088, -1.72492, 0.39869)
C (0.92704, 0.20008, -0.77079)
Cl (1.92130, 1.69538, -0.73252)
C (-0.62148, 0.29485, -0.55333)
C (-1.50939, -0.53242, -1.50233)
O (-2.52054, 0.00998, -1.91086)
H (1.30164, -0.41252, 2.33563)
H (-0.46736, 0.15531, 2.40982)
H (0.81540, 1.22085, 1.71779)
H (1.28186, -0.43434, -1.51810)
H (-1.02252, 1.29485, -0.35084)
H (-1.15966, -1.57583, -1.78973)

Mulliken population analysis, charges in e, atoms 1 to 5: -1.213 0.984 -0.340 -0.474 -0.194

***

Computed, not measured: C18H10F6IrN4O4S2SbSe4 as an isolated structure at a distorted geometry, with ωB97M-V/def2-TZVPD.

2S+1 = 6
charge = -1
M = 1154.2 g mol⁻¹
gap between HOMO and LUMO (spin up / spin down) = 5.1438 / 5.1845 eV

Geometry (Å):
Ir (0.03256, 0.06773, -0.04419)
N (-2.56831, 8.54505, 5.21451)
C (-2.27370, 7.61863, 4.60116)
C (-1.90668, 6.45630, 3.84043)
C (-0.80451, 6.50425, 2.98995)
C (-0.43834, 5.37340, 2.28240)
C (-1.17074, 4.19318, 2.40133)
C (-2.28246, 4.16415, 3.24131)
C (-2.64670, 5.28277, 3.96771)
C (-0.75643, 2.97811, 1.65394)
C (-1.73946, 2.36719, 0.85481)
C (-2.95776, 2.95120, 0.43559)
C (-3.59063, 2.04053, -0.38696)
C (-2.75677, 0.91538, -0.43928)
N (-1.66607, 1.09085, 0.31202)
C (0.55785, 2.55973, 1.82448)
C (1.45683, 2.96493, 2.85570)
C (2.60923, 2.24026, 2.68350)
C (2.39745, 1.42980, 1.54187)
N (1.20085, 1.62815, 1.02001)
H (-0.24465, 7.42334, 2.88532)
H (0.41151, 5.40038, 1.61373)
H (-2.84815, 3.24659, 3.33343)
H (-3.49406, 5.25210, 4.63881)
H (-3.28476, 3.94707, 0.68538)
H (-4.53270, 2.15312, -0.89703)
H (-2.90160, -0.00342, -0.98547)
H (1.23497, 3.67269, 3.63751)
H (3.50950, 2.27795, 3.27515)
H (3.09752, 0.74993, 1.07670)
F (0.84142, -3.77071, -1.21628)
C (1.49890, -3.88508, -0.06927)
F (2.53192, -4.70749, -0.24664)
F (0.69909, -4.41939, 0.84602)
S (2.17898, -2.19684, 0.45271)
O (1.71108, -1.27705, -0.59161)
O (3.58413, -2.39511, 0.54217)
N (1.57083, -1.84975, 1.88322)
S (0.00126, -1.66323, 2.03534)
O (-0.73458, -2.10284, 0.85164)
O (-0.40917, -0.41514, 2.60917)
C (-0.42400, -2.86779, 3.39220)
F (0.27458, -3.99587, 3.33458)
F (-0.19470, -2.29117, 4.57180)
F (-1.72432, -3.15342, 3.29557)
Se (0.67879, 0.39065, -6.32109)
Sb (1.18297, 2.00305, -4.45551)
Se (0.23393, 1.28639, -2.02073)
Se (0.38527, 4.16128, -5.15255)
Se (3.52655, 2.81719, -4.54057)

Mulliken population analysis, charges in e, atoms 1 to 5: 1.231 -0.552 -0.044 0.624 -0.898